No. 1
Here is a 4-piece molecular cluster, C30H38NO11Si overall in a non-equilibrium geometry from OMol25. Energies are from ωB97M-V/def2-TZVPD.

The energy above the lowest of the compared OMol25 structures with the same formula, charge and spin is 0.284 eV. The value obtained for the HOMO energy is -4.70 eV. The orbital gap comes out at 4.92 eV. The maximum force comes out at 1.6 eV/Å. The total charge is -1.

Each line ends with the Löwdin charge.
Atoms and positions in Å:
C  4.776  1.964  -0.581  -0.163
O  -5.331  2.548  -1.804  -0.147
H  4.039  2.591  -0.093  0.008
C  0.915  -6.684  -3.441  0.015
O  -1.899  -2.547  6.208  0.079
C  0.581  -5.097  -1.080  0.027
O  4.169  2.884  2.289  0.113
H  -4.349  4.366  -2.017  0.117
O  -3.487  0.491  -3.575  -0.130
C  4.274  3.932  2.880  -0.368
H  -2.154  -1.662  1.827  0.092
H  -5.770  -2.844  4.011  0.114
C  4.779  3.987  4.276  0.025
C  -0.799  -0.864  -1.457  -0.263
H  -5.170  0.181  -2.365  0.126
C  1.909  -5.868  -3.102  0.022
C  -2.539  -2.453  5.178  -0.397
H  0.536  -4.460  -0.205  0.127
O  4.628  7.481  4.872  0.092
C  -4.706  -2.641  4.044  0.010
H  2.476  -1.689  -1.258  0.071
C  4.249  -0.593  0.902  -0.148
C  -5.378  4.226  -0.144  -0.072
C  -5.282  3.948  -1.633  -0.296
H  5.044  3.039  4.727  0.122
H  -4.799  3.487  0.397  0.081
C  -0.801  0.272  -0.415  -0.697
H  0.712  -0.289  -2.809  0.117
H  -0.845  -1.855  3.932  0.123
H  -3.234  0.357  -1.509  0.133
N  -1.720  -0.648  -2.606  0.022
H  1.424  -1.080  -0.004  0.123
H  5.027  2.411  -1.541  0.024
H  -2.314  -1.467  -2.649  0.105
H  0.648  -2.021  -2.529  0.096
C  -2.634  0.460  -2.417  -0.233
O  2.439  0.350  -1.151  -0.191
C  5.020  -0.702  -2.076  -0.156
C  -5.151  2.201  -3.166  -0.199
H  -6.119  4.412  -2.166  0.114
H  2.819  -5.789  -3.682  0.120
C  4.521  6.427  4.280  -0.393
C  -4.843  0.708  -3.260  -0.201
C  -2.611  -1.961  2.773  0.033
C  -0.323  -6.772  -2.627  -0.390
O  -0.370  1.405  -0.734  -0.028
C  4.017  6.373  2.886  0.016
H  -1.324  -5.990  -0.842  0.122
Si  4.046  0.244  -0.772  0.417
O  -1.226  -7.520  -2.938  0.097
C  0.625  -1.046  -2.038  -0.118
H  3.750  7.321  2.435  0.119
H  4.934  -0.229  -3.053  0.027
C  -4.069  -2.244  2.758  -0.379
H  -5.016  5.216  0.115  0.069
H  3.960  0.092  1.697  0.023
H  5.647  1.927  0.066  0.025
H  -6.054  2.434  -3.746  0.116
H  -5.407  0.316  -4.106  0.113
C  1.820  -5.010  -1.893  -0.384
O  -4.728  -2.162  1.745  0.106
H  3.616  -1.471  1.008  0.022
O  -1.230  -0.060  0.735  -0.085
O  2.721  -4.264  -1.583  0.104
H  -4.441  -3.023  6.110  0.113
H  -1.066  -1.772  -0.919  0.123
H  -6.420  4.144  0.158  0.068
H  5.257  5.204  5.941  0.118
H  0.958  -7.318  -4.318  0.118
H  5.280  -0.884  1.096  0.026
H  3.536  5.156  1.219  0.127
H  4.601  -1.701  -2.189  0.015
C  -3.997  -2.737  5.164  0.005
H  -2.103  1.402  -2.394  0.122
C  1.749  -0.902  -1.028  -0.258
C  4.892  5.143  4.924  0.013
C  -0.412  -5.913  -1.421  0.022
H  -4.343  2.767  -3.627  0.125
H  6.076  -0.793  -1.829  0.024
C  3.902  5.218  2.236  0.034
C  -1.907  -2.059  3.900  0.020

---

No. 2
Here is a 2-piece molecular cluster, C4H13NO3 overall in a non-equilibrium geometry from OMol25. Energies are from ωB97M-V/def2-TZVPD.

The energy above the lowest of the compared OMol25 structures with the same formula, charge and spin is 2.099 eV. The value obtained for the HOMO energy is -8.83 eV. The orbital gap comes out at 9.56 eV. The maximum force comes out at 2.0 eV/Å. The SMILES is C[C@H](CO)NCO.O.

Each line ends with the Löwdin charge.
Atoms and positions in Å:
H  -0.291  0.306  2.914  0.118
H  1.643  1.356  3.451  0.085
O  1.221  1.677  2.654  -0.077
H  1.554  0.937  -0.442  0.079
C  -0.202  0.964  0.820  -0.360
C  0.907  1.700  -0.037  -0.035
H  -0.768  0.896  -1.924  0.050
O  0.463  -3.802  -2.889  -0.068
H  -0.028  -0.962  0.010  0.111
H  1.457  2.389  0.583  0.063
H  -1.057  1.662  0.800  0.144
H  -2.468  0.530  -0.684  0.127
N  -0.724  -0.276  0.261  -0.036
C  -1.723  -0.289  -0.798  -0.248
H  -2.130  -1.286  -0.969  0.117
C  0.425  0.613  2.160  -0.231
H  1.095  -0.227  1.906  0.123
H  0.462  2.264  -0.822  0.053
H  0.020  -4.641  -2.703  0.033
H  1.189  -3.794  -2.245  0.035
O  -1.047  -0.018  -2.046  -0.082

---

No. 3
Here is the molecule C5H8S3 in a non-equilibrium geometry from OMol25. Energies are from ωB97M-V/def2-TZVPD.

The energy above the lowest of the compared OMol25 structures with the same formula, charge and spin is 3.609 eV. The value obtained for the HOMO energy is -8.71 eV. The orbital gap comes out at 8.07 eV. The maximum force comes out at 6.9 eV/Å. The SMILES is C/C(=C\CS)SC=S.

Each line ends with the Löwdin charge.
Atoms and positions in Å:
C  -1.928  0.566  2.237  -0.984
H  0.976  -2.008  1.242  0.064
S  0.334  0.895  -3.119  0.684
C  0.428  0.807  -0.358  -0.194
C  1.230  0.595  -1.679  -0.678
S  -2.704  0.473  3.702  0.559
C  -0.005  0.027  0.708  -0.682
S  -0.213  0.891  2.136  0.907
H  0.167  1.967  -0.266  0.129
H  1.962  1.586  -1.905  0.117
H  0.621  -1.762  -0.469  0.054
H  -0.429  -2.208  0.897  0.103
H  -2.187  0.142  1.247  0.031
C  0.377  -1.461  0.530  -0.096
H  -0.506  -0.187  -2.921  -0.102
H  1.877  -0.323  -1.983  0.088

---

No. 4
Here is a 2-piece molecular cluster, C11H9FNO2 overall from OMol25. Energies are from ωB97M-V/def2-TZVPD.

The value obtained for the HOMO energy is -12.38 eV. The orbital gap comes out at 7.22 eV. The maximum force comes out at 0.6 eV/Å. The total charge is +1.

Each line ends with the Löwdin charge.
Atoms and positions in Å:
C  1.805  -0.237  -1.280  -0.257
H  1.658  -1.774  0.196  0.145
O  -2.781  3.108  1.815  0.118
C  4.456  -0.806  -1.448  0.003
H  2.150  1.190  -2.685  0.203
H  -1.045  1.710  0.509  0.110
O  -3.383  -2.069  0.888  0.114
C  3.891  0.180  -2.218  0.006
H  4.480  0.760  -2.908  0.150
C  -1.908  1.152  0.852  0.015
C  3.651  -1.534  -0.570  0.028
C  -2.061  -0.148  0.618  0.007
H  -1.337  -0.733  0.070  0.094
C  -4.275  -0.113  1.856  0.027
H  4.067  -2.320  0.037  0.138
H  5.509  -1.016  -1.519  0.131
C  -4.122  1.189  2.091  0.029
C  2.305  -1.241  -0.480  0.070
N  2.570  0.458  -2.124  0.201
C  -3.257  -0.884  1.103  -0.385
H  -5.139  -0.668  2.200  0.127
C  -2.928  1.925  1.607  -0.384
H  -4.852  1.770  2.639  0.127
F  0.547  0.101  -1.248  0.182

---

No. 5
Here is C30H32BF5N2O2SbSiZr as an isolated structure in a non-equilibrium geometry from OMol25. Energies are from ωB97M-V/def2-TZVPD.

The energy above the lowest of the compared OMol25 structures with the same formula, charge and spin is 2.800 eV. The value obtained for the HOMO energy is -10.55 eV. The orbital gap comes out at 6.53 eV. The maximum force comes out at 2.4 eV/Å. The total charge is +1.

Each line ends with the Löwdin charge.
Atoms and positions in Å:
H  -1.390  3.818  -3.044  0.140
C  0.401  3.067  -3.943  -0.226
C  -1.610  3.667  2.265  0.018
C  2.468  4.599  1.297  -0.127
C  2.504  3.747  0.194  -0.387
B  0.152  -0.026  -1.763  -0.436
H  0.694  0.709  3.200  0.087
Zr  0.129  -1.148  0.176  1.643
C  -0.312  2.465  -1.762  -0.045
H  1.492  -3.592  -1.425  0.010
C  0.040  1.523  2.918  -0.132
C  1.756  1.583  -2.682  -0.091
C  1.752  -3.715  2.376  -0.208
C  -0.525  3.181  -2.915  0.059
H  -0.533  -5.825  -0.528  0.020
C  2.852  -2.999  1.581  -0.063
C  -4.499  -1.784  2.054  -0.082
H  -0.248  4.031  0.658  0.102
C  3.571  5.492  -1.095  0.004
C  1.547  2.282  -3.842  0.036
H  3.182  -3.586  0.725  0.127
C  -3.217  -1.458  2.463  -0.070
H  -1.053  2.494  -0.975  0.117
C  2.223  -1.736  1.065  -0.680
H  -2.980  -3.923  -3.290  0.032
H  2.247  2.253  -4.667  0.140
H  -1.259  1.262  4.626  0.126
H  -1.391  -6.124  -2.031  0.037
H  2.954  6.561  2.061  0.127
N  -1.173  -2.586  -0.398  -0.269
H  1.617  -3.200  3.326  0.122
O  1.470  -1.044  1.823  -0.197
H  1.037  -4.293  -2.971  0.045
H  -3.746  -3.143  -0.964  0.099
C  -1.330  -5.449  -1.176  -0.160
C  0.804  1.591  -1.610  -0.429
H  -2.265  4.498  2.039  0.128
Si  -1.028  -3.670  -1.746  0.423
H  -5.345  -1.567  2.689  0.107
F  3.990  7.558  -0.074  0.084
H  0.483  -4.274  0.851  0.067
H  -0.290  -3.887  2.218  0.102
H  0.984  -2.548  -2.755  0.020
H  2.036  4.258  2.231  0.100
C  0.305  2.283  1.781  -0.398
H  2.632  0.948  -2.584  0.138
H  -3.060  -0.975  3.419  0.108
H  3.140  3.545  -1.849  0.082
H  4.012  5.862  -2.011  0.125
Sb  1.907  1.682  0.456  1.685
H  -1.537  -3.442  -4.174  0.036
C  3.509  6.313  0.015  -0.276
F  -1.071  0.337  0.249  -0.386
N  0.486  -3.618  1.625  0.010
H  -5.678  -2.655  0.491  0.112
H  -1.121  -1.524  2.038  0.067
H  -2.268  -5.526  -0.621  0.031
C  2.969  5.888  1.215  0.010
H  -2.439  -2.245  -3.242  0.027
C  -2.097  -3.281  -3.252  -0.161
C  -1.876  2.865  3.359  -0.270
C  0.793  -3.501  -2.259  -0.164
F  -0.850  -0.086  -2.619  0.182
F  -2.953  3.124  4.109  0.084
C  -2.126  -1.762  1.665  -0.113
C  -2.294  -2.363  0.398  -0.371
O  2.227  -1.453  -0.171  -0.148
H  2.053  -4.743  2.583  0.122
C  -3.600  -2.684  0.007  -0.026
F  0.193  3.721  -5.064  0.145
C  3.076  4.202  -0.991  -0.117
C  -1.049  1.820  3.723  0.003
H  3.709  -2.779  2.217  0.138
C  -0.501  3.380  1.486  -0.133
C  -4.680  -2.400  0.822  -0.066

---

No. 6
Here is a 2-piece molecular cluster, C8H12O2 overall in a non-equilibrium geometry from OMol25. Energies are from ωB97M-V/def2-TZVPD.

The energy above the lowest of the compared OMol25 structures with the same formula, charge and spin is 4.042 eV. The value obtained for the HOMO energy is -8.17 eV. The orbital gap comes out at 8.86 eV. The maximum force comes out at 12.6 eV/Å. The SMILES is Cc1ccc(O)cc1.CO.

Each line ends with the Löwdin charge.
Atoms and positions in Å:
C  -0.871  -0.911  -0.851  -0.316
H  -2.292  -0.119  3.869  0.052
H  -0.506  2.048  -2.243  0.022
C  -0.285  1.289  -1.751  0.019
H  -1.453  -0.514  1.883  0.027
C  1.443  -0.390  -0.851  -0.084
H  2.509  2.021  -0.356  0.072
C  -1.210  0.228  -1.589  -0.030
H  -2.499  -1.919  -0.474  0.170
H  -2.393  0.375  -1.680  0.150
H  -0.196  -1.742  2.578  0.112
C  0.981  0.885  -1.190  -0.234
C  0.551  -1.310  -0.601  -0.008
O  -1.696  -1.521  0.047  -0.044
H  0.647  -2.240  -0.245  0.076
H  0.046  -0.031  2.778  0.071
H  2.980  1.359  -1.743  0.048
H  2.548  -0.521  -0.676  0.144
H  1.834  2.645  -1.921  0.075
C  2.153  1.816  -1.329  -0.063
C  -0.738  -0.740  2.567  -0.108
O  -1.553  -0.705  3.779  -0.152

---

No. 7
Here is C11H14NO5Re as an isolated structure from OMol25. Energies are from ωB97M-V/def2-TZVPD.

The energy above the lowest of the compared OMol25 structures with the same formula, charge and spin is 0.000 eV. The value obtained for the HOMO energy (spin up / spin down) is -13.04 / -12.91 eV. The orbital gap (spin up / spin down) comes out at 9.74 / 7.86 eV. Its spin multiplicity is 2. The maximum force comes out at 0.2 eV/Å. The total charge is +1.

Each line ends with the Löwdin charge.
Atoms and positions in Å:
C  -1.492  1.777  -1.086  -0.053
H  1.205  -2.655  -0.601  0.138
O  -0.879  -1.709  0.515  -0.205
C  2.070  -1.346  0.975  -0.140
H  1.545  -0.550  -2.249  0.127
H  -3.165  -0.271  0.953  0.139
Re  0.246  -0.079  0.456  1.670
N  -1.708  0.518  -0.349  -0.264
H  -1.570  -0.630  -2.109  0.141
C  -2.039  1.179  2.035  -0.128
C  2.485  0.008  0.924  -0.135
C  -2.150  -0.617  -1.185  -0.062
C  2.297  0.470  -0.405  -0.136
C  -0.524  2.637  -0.285  -0.557
H  2.094  -1.989  1.840  0.134
H  -3.211  -0.562  -1.434  0.152
H  2.463  1.482  -0.736  0.138
C  -2.700  0.697  0.765  -0.100
H  -1.129  -0.473  2.722  0.136
O  -2.418  -2.926  -0.564  0.165
O  0.284  1.899  0.489  -0.198
H  -2.722  1.099  2.879  0.148
C  -1.854  -1.892  -0.397  -0.556
H  2.853  0.594  1.751  0.138
C  1.740  -0.574  -1.189  -0.144
H  -1.670  2.199  1.980  0.130
O  -0.871  0.349  2.280  -0.144
O  -0.489  3.826  -0.338  0.163
H  -1.021  1.548  -2.043  0.145
H  -2.421  2.315  -1.271  0.148
H  -3.485  1.387  0.449  0.151
C  1.631  -1.702  -0.330  -0.143

---

No. 8
Here is C38H43N4ORhS as an isolated structure from OMol25. Energies are from ωB97M-V/def2-TZVPD.

The energy above the lowest of the compared OMol25 structures with the same formula, charge and spin is 1.851 eV. The value obtained for the HOMO energy (spin up / spin down) is -12.97 / -13.83 eV. The orbital gap (spin up / spin down) comes out at 7.10 / 6.07 eV. Its spin multiplicity is 5. The maximum force comes out at 0.7 eV/Å. The total charge is +2.

Each line ends with the Löwdin charge.
Atoms and positions in Å:
H  -0.294  2.417  -5.470  0.128
H  -4.135  -2.626  1.820  0.132
C  5.745  -0.964  -0.412  -0.037
H  -2.017  -2.473  2.580  0.097
H  4.134  -2.368  -0.546  0.121
C  0.079  2.117  -4.497  0.020
C  0.919  0.419  -3.037  0.001
H  -1.169  3.349  3.799  0.126
C  5.222  1.434  -0.356  0.012
H  0.596  5.202  -3.416  0.089
C  -3.834  -3.097  0.891  0.006
H  -0.202  3.118  5.248  0.131
H  0.860  0.865  5.735  0.131
C  -1.516  -2.904  1.718  -0.023
H  -0.893  -3.741  2.033  0.111
C  -6.273  -3.319  0.317  -0.019
C  -0.839  1.038  -0.180  -0.445
H  -3.063  -0.964  -1.475  0.091
C  -2.115  -3.955  -0.558  -0.122
H  -0.377  4.699  -4.797  0.085
C  1.863  0.656  2.427  -0.081
H  2.888  0.529  4.306  0.148
C  0.821  2.900  1.955  -0.069
H  1.201  -0.825  -5.494  0.088
H  -1.483  1.420  2.190  0.121
C  0.291  -0.234  -5.386  -0.032
H  1.723  -0.431  2.340  0.114
H  -1.096  4.770  -3.193  0.086
C  -1.713  2.054  -0.359  -0.306
C  -0.456  1.317  4.078  -0.269
N  2.148  -0.356  -0.604  0.032
H  -1.595  3.100  -0.131  0.094
C  -0.588  0.944  2.596  -0.081
H  2.784  0.910  1.906  0.111
C  1.595  0.991  -0.655  -0.375
N  0.474  0.958  0.367  0.030
C  -0.744  -4.148  -0.947  -0.127
C  -2.511  -0.116  -1.095  -0.407
H  2.330  2.841  5.061  0.131
C  -2.497  -3.291  0.638  -0.196
H  0.081  0.237  -6.344  0.084
C  2.195  2.558  4.015  -0.099
N  -1.305  -0.191  -0.596  -0.035
C  0.661  1.381  1.814  -0.363
H  -5.196  -4.572  -1.832  0.130
H  -2.158  -6.079  -2.513  0.096
H  7.192  0.642  -0.309  0.122
H  -0.722  -0.142  2.494  0.104
N  2.752  1.834  -0.356  0.177
H  2.756  2.805  -0.629  0.156
C  0.208  3.082  -3.498  -0.239
S  -3.132  1.457  -1.095  1.137
H  -0.527  -0.926  -5.174  0.083
H  -6.515  -2.255  0.263  0.096
H  1.094  4.354  3.513  0.148
H  0.790  3.431  -1.476  0.129
H  5.536  2.468  -0.299  0.126
H  1.232  -0.607  -2.880  0.112
C  0.700  2.684  -2.264  -0.018
C  2.010  1.040  3.907  -0.267
C  0.430  0.789  -4.289  -0.239
O  0.244  -3.520  -0.523  -0.110
H  -6.503  -3.647  1.331  0.098
Rh  0.419  -1.453  0.012  1.240
C  -4.823  -3.541  0.001  -0.219
H  -1.365  1.004  4.594  0.147
C  -0.186  4.516  -3.742  -0.027
H  -3.674  -5.527  -3.204  0.089
C  1.051  1.358  -2.029  -0.158
H  0.635  -0.476  4.621  0.123
H  -0.801  -2.136  1.375  -0.014
C  -4.435  -4.205  -1.154  0.018
H  -0.054  3.405  1.534  0.118
C  3.878  1.076  -0.419  -0.168
C  -2.761  -5.193  -2.718  -0.025
H  -0.532  -4.906  -1.704  0.138
H  1.701  3.242  1.407  0.113
H  -2.218  -4.576  -3.435  0.095
C  -3.099  -4.440  -1.450  -0.178
C  6.137  0.407  -0.357  -0.023
C  0.968  3.273  3.437  -0.269
C  0.761  0.611  4.677  -0.106
H  6.515  -1.724  -0.407  0.121
C  4.434  -1.330  -0.484  0.009
H  3.100  2.867  3.482  0.125
H  -6.923  -3.850  -0.375  0.088
C  -0.287  2.836  4.196  -0.102
C  3.472  -0.294  -0.514  -0.213